{"formula": "C4H7N4OS", "method": "ωB97M-V/def2-TZVPD", "elements": ["C", "C", "C", "C", "N", "N", "N", "N", "O", "S", "H", "H", "H", "H", "H", "H", "H"], "positions_angstrom": [[-1.5964, -1.1472, 1.6718], [0.6895, 1.1959, 1.3849], [0.8496, -0.3632, -1.6783], [-2.1612, -1.8837, 0.7765], [0.7659, 0.7864, 0.2393], [1.0007, -0.2767, -0.3882], [0.8312, 2.1311, 2.2424], [0.4394, 0.5956, -2.5261], [1.1114, -1.5297, -2.2931], [-1.0536, -0.0436, 2.6348], [1.6702, -2.2690, -1.7780], [-1.9976, -2.8856, 0.5309], [-2.5423, -1.3380, 0.0287], [1.4308, 2.9212, 1.9153], [0.1500, 2.0706, 3.0126], [0.2068, 1.5527, -2.2530], [0.2056, 0.4833, -3.5206]], "forces_ev_per_angstrom": [[1.306, 0.165, 2.596], [-0.799, -1.527, -3.093], [-0.206, -0.484, -1.437], [0.665, -0.845, -0.386], [-0.893, 3.254, 3.003], [1.521, -3.413, -0.945], [0.559, 1.124, 0.233], [-0.543, 0.979, -0.580], [1.282, -1.297, 1.335], [0.310, 0.448, 0.674], [-1.956, 2.883, -1.007], [0.002, -1.838, 0.417], [-2.203, 1.709, -3.259], [-0.756, -0.598, 1.311], [0.823, 1.052, -0.319], [0.272, -0.804, 0.620], [0.616, -0.809, 0.840]], "mulliken_spin": [0.577, -0.108, 0.040, 0.370, 0.174, 0.058, 0.022, 0.030, 0.013, 0.689, 0.000, 0.058, 0.086, -0.005, 0.000, -0.001, -0.001], "total_charge": 1, "spin_multiplicity": 3, "fmax_ha_per_bohr": 0.0878, "e_tot_ha": -848.59312, "e_above_lowest_kcal_mol": 56.4, "gap_ev": [5.7, 6.9], "s_squared": 2.04}



{"formula": "C4H7N5", "method": "ωB97M-V/def2-TZVPD", "elements": ["C", "C", "C", "C", "H", "H", "H", "H", "H", "H", "H", "N", "N", "N", "N", "N"], "positions_angstrom": [[-0.5090, -0.1079, -0.0955], [1.5954, 0.7696, -0.0954], [-1.1930, 1.1874, 0.0199], [-1.9516, 2.1268, 0.0094], [-3.1121, -1.0047, -0.6874], [-2.9051, -0.7360, 0.8951], [-0.6730, -2.0145, 0.1811], [1.2328, 1.7895, -0.1924], [2.7321, -1.3688, -0.1097], [4.2899, -0.6890, -0.1226], [-2.6436, 2.9566, 0.2353], [-2.5937, -1.3364, 0.1081], [-1.2288, -1.2541, -0.2029], [0.7893, -0.3391, -0.0978], [2.8648, 0.6317, -0.0590], [3.3056, -0.6110, 0.2139]], "forces_ev_per_angstrom": [[2.429, 0.088, 0.116], [1.114, 0.455, -0.405], [-0.377, -0.674, -0.613], [-0.312, 0.410, 0.887], [-0.161, -0.099, -0.331], [0.764, -0.464, -0.453], [-0.376, -0.052, -0.387], [-0.223, -0.129, -0.083], [-0.402, -0.263, -0.144], [-1.311, -0.060, 0.507], [0.939, -0.906, -0.557], [-0.632, 0.368, 0.477], [-1.003, -0.288, 0.762], [-2.660, 1.294, 0.226], [-0.499, 0.922, 0.446], [2.708, -0.602, -0.448]], "mulliken_charge": [0.385, -0.001, -0.774, 0.307, 0.275, 0.259, 0.303, 0.318, 0.236, 0.249, 0.405, -0.688, -0.021, -0.454, -0.400, -0.399], "fmax_ha_per_bohr": 0.0577, "e_tot_ha": -430.24953, "e_above_lowest_kcal_mol": 133.6, "gap_ev": 7.8, "smiles": "C#C/C(=N\\C=N/N)NN"}



{"formula": "C4H7N5", "method": "ωB97M-V/def2-TZVPD", "elements": ["C", "C", "C", "C", "H", "H", "H", "H", "H", "H", "H", "N", "N", "N", "N", "N"], "positions_angstrom": [[0.8193, -1.2784, -0.9756], [0.4661, 1.1697, 1.1921], [-1.1509, 0.6878, 1.0589], [-1.2448, 0.2925, -0.5748], [-0.0897, -2.2958, -2.3579], [0.9029, 0.9410, 2.3738], [0.3161, 2.2540, 1.0342], [-1.8539, 1.5640, 1.3202], [-1.3667, -0.2732, 1.6837], [-1.6820, 1.1245, -1.2955], [-1.8454, -0.5942, -0.8359], [0.6308, -2.3456, -1.7729], [2.2686, -1.2671, -0.5893], [2.2436, -0.3667, 0.2423], [1.2332, 0.4444, 0.2373], [0.3529, -0.0569, -0.7406]], "forces_ev_per_angstrom": [[2.746, -5.440, -6.322], [-1.797, -0.551, 4.817], [0.656, -0.775, -1.193], [2.121, 1.097, 1.534], [-4.391, 0.264, -2.632], [-1.296, 0.831, -3.606], [1.184, -0.476, -0.175], [1.224, -1.561, -0.260], [0.321, 1.892, -1.145], [1.763, -1.353, 1.600], [0.702, 0.032, 0.535], [3.093, 2.742, 4.898], [-3.644, -0.190, 0.751], [4.409, 2.140, 3.829], [-2.676, 0.795, -1.671], [-4.414, 0.553, -0.958]], "mulliken_charge": [0.318, -0.452, -0.540, -0.409, 0.181, 0.297, 0.254, 0.350, 0.274, 0.241, 0.298, -0.633, -0.256, -0.471, 0.657, -0.109], "fmax_ha_per_bohr": 0.1708, "e_tot_ha": -430.17821, "e_above_lowest_kcal_mol": 178.3, "gap_ev": 8.7, "smiles": "[H]/N=c1/nnn2n1CCC2"}



{"formula": "C4H7NO", "method": "ωB97M-V/def2-TZVPD", "elements": ["C", "O", "C", "C", "N", "C", "H", "H", "H", "H", "H", "H", "H"], "positions_angstrom": [[0.5671, -0.5779, 1.1615], [-0.5734, 0.2165, 1.4612], [-1.0789, 0.8579, 0.3195], [-0.6388, -0.2061, -0.9162], [0.5848, 0.5983, -0.9810], [0.6291, -0.6975, -0.3435], [0.4175, -1.5430, 1.6636], [1.4899, -0.1140, 1.5279], [-2.1432, 0.9949, 0.3389], [-0.6048, 1.8850, 0.3090], [-0.9409, -0.7589, -1.8534], [0.9936, 0.7539, -1.8712], [1.2980, -1.4091, -0.8165]], "forces_ev_per_angstrom": [[0.253, -0.022, 0.028], [-0.219, -0.192, 0.340], [-1.267, -1.108, -0.478], [0.579, 2.224, 0.490], [1.916, 0.292, -0.839], [0.549, 0.205, 0.281], [0.174, 0.094, -0.216], [-0.141, 0.073, 0.162], [-0.790, -0.291, 0.722], [-0.559, -1.312, -0.976], [-0.726, 1.260, 1.292], [0.788, -0.765, -0.933], [-0.554, -0.459, 0.127]], "mulliken_charge": [-0.478, -0.375, -0.199, -0.415, -0.511, 0.022, 0.302, 0.239, 0.280, 0.182, 0.357, 0.186, 0.411], "fmax_ha_per_bohr": 0.0457, "e_tot_ha": -286.47481, "e_above_lowest_kcal_mol": 98.4, "gap_ev": 9.7, "smiles": "C1OC[C@H]2N[C@@H]12"}



{"formula": "C4H7NO", "method": "ωB97M-V/def2-TZVPD", "elements": ["C", "C", "N", "C", "C", "O", "H", "H", "H", "H", "H", "H", "H"], "positions_angstrom": [[2.1248, -0.1795, 0.1756], [0.6627, 0.0509, 0.0314], [0.0607, 1.1680, -0.0031], [-1.3567, 0.8723, -0.2183], [-1.4397, -0.6500, -0.0377], [-0.0754, -1.0841, -0.0637], [2.3281, -0.6712, 1.1320], [2.6514, 0.7729, 0.1294], [2.4775, -0.8433, -0.6197], [-1.9762, 1.3958, 0.5171], [-1.6617, 1.2222, -1.2115], [-1.9773, -1.2081, -0.8075], [-1.8183, -0.8461, 0.9758]], "forces_ev_per_angstrom": [[0.072, 0.052, 0.004], [0.115, 0.326, 0.088], [0.313, -0.200, -0.093], [-0.173, 0.094, -0.107], [-0.329, 0.033, 0.437], [0.150, -0.063, -0.138], [-0.014, 0.067, -0.123], [-0.045, -0.121, 0.022], [-0.055, 0.107, 0.103], [0.112, -0.055, -0.145], [0.079, -0.082, 0.085], [-0.086, 0.171, 0.249], [-0.138, -0.331, -0.384]], "mulliken_charge": [-0.994, 0.706, -0.559, -0.359, -0.274, -0.386, 0.269, 0.297, 0.295, 0.259, 0.256, 0.256, 0.233], "fmax_ha_per_bohr": 0.0106, "e_tot_ha": -286.60054, "e_above_lowest_kcal_mol": 19.5, "gap_ev": 10.4, "smiles": "CC1=NCCO1"}



{"formula": "C4H7NO", "method": "ωB97M-V/def2-TZVPD", "elements": ["C", "C", "C", "N", "C", "O", "H", "H", "H", "H", "H", "H", "H"], "positions_angstrom": [[1.5935, 1.0813, -0.0489], [0.8233, 0.2663, -1.0471], [-1.1336, -1.7113, 0.2876], [-1.4702, -0.5615, 0.7186], [-1.6111, 0.6125, 1.0389], [-0.1302, 0.6664, -1.6725], [2.5311, 1.4121, -0.5139], [1.0051, 1.9471, 0.2599], [1.8548, 0.4718, 0.8226], [1.1877, -0.7749, -1.1908], [-1.0491, -1.8608, -0.7842], [-0.9626, -2.5221, 0.9869], [-2.6388, 0.9730, 1.1429]], "forces_ev_per_angstrom": [[-0.075, 0.070, 0.014], [-0.153, 0.130, -0.175], [-0.062, 0.057, 0.038], [-0.005, 0.428, 0.108], [-0.053, -0.614, -0.095], [0.466, -0.157, 0.183], [-0.107, -0.060, 0.049], [0.091, -0.100, -0.061], [-0.058, 0.057, -0.131], [-0.015, 0.116, -0.059], [-0.016, 0.035, 0.149], [-0.083, 0.116, -0.051], [0.070, -0.078, 0.030]], "mulliken_charge": [-0.901, 0.093, -0.497, 0.022, -0.309, -0.488, 0.359, 0.291, 0.247, 0.386, 0.348, 0.258, 0.191], "fmax_ha_per_bohr": 0.0121, "e_tot_ha": -286.49057, "e_above_lowest_kcal_mol": 88.5, "gap_ev": 9.4}



{"formula": "C4H7NO", "method": "ωB97M-V/def2-TZVPD", "elements": ["C", "C", "O", "C", "C", "N", "H", "H", "H", "H", "H", "H", "H"], "positions_angstrom": [[-0.7132, 1.1418, 1.7667], [-1.3442, 0.7161, 0.7105], [-2.1135, 0.5596, -0.1534], [0.8911, 0.0261, -0.4749], [0.3849, -1.3464, -0.7300], [1.1877, -0.6632, -1.7225], [0.3489, 0.9746, -0.5745], [0.2761, 0.8240, 2.0072], [-1.3533, 1.6806, 2.4470], [1.7509, 0.1178, 0.1744], [-0.6660, -1.5327, -0.9358], [0.9561, -2.1344, -0.2614], [0.5075, -0.3377, -2.3958]], "forces_ev_per_angstrom": [[0.151, -0.243, 0.369], [-1.869, 0.664, -0.531], [0.654, -0.380, 0.252], [0.571, 0.659, -0.225], [-0.065, -0.118, 0.496], [-0.041, -0.080, -0.789], [0.024, -0.756, 0.070], [0.291, 0.038, 0.146], [0.106, 0.072, 0.212], [0.075, 0.008, 0.087], [0.200, 0.046, 0.110], [-0.340, -0.207, 0.268], [0.242, 0.296, -0.465]], "mulliken_charge": [-0.961, 0.830, -0.397, -0.555, -0.252, -0.587, 0.379, 0.248, 0.285, 0.263, 0.269, 0.214, 0.264], "fmax_ha_per_bohr": 0.0399, "e_tot_ha": -286.50555, "e_above_lowest_kcal_mol": 79.1, "gap_ev": 10.3, "smiles": "C1CN1.C=C=O"}



{"formula": "C4H7NO", "method": "ωB97M-V/def2-TZVPD", "elements": ["C", "C", "O", "C", "C", "N", "H", "H", "H", "H", "H", "H", "H"], "positions_angstrom": [[-1.8837, -1.6304, -0.3441], [-0.7272, -0.6882, -0.2086], [0.3533, -0.8168, -0.8028], [-0.6343, 0.3573, 0.7381], [2.2048, 1.4304, 0.6013], [1.6767, 1.9023, -0.4532], [-2.8348, -1.1499, -0.0879], [-1.7326, -2.4783, 0.3344], [-1.9115, -2.0060, -1.3710], [-0.8157, 1.3660, 0.3463], [2.3753, 0.3621, 0.7817], [2.5128, 2.1156, 1.3958], [1.4459, 1.1223, -1.0765]], "forces_ev_per_angstrom": [[-0.106, -0.038, -0.031], [0.128, -0.054, -0.016], [-0.262, 0.037, 0.170], [0.030, -0.059, -0.139], [-0.053, 0.203, -0.112], [0.171, -0.322, 0.285], [0.166, -0.070, -0.035], [0.003, 0.166, -0.106], [0.012, 0.071, 0.158], [-0.017, -0.108, 0.004], [-0.050, 0.124, -0.094], [-0.047, -0.072, -0.110], [0.025, 0.122, 0.027]], "mulliken_charge": [-1.078, 0.958, -0.574, -0.585, -0.232, -0.622, 0.330, 0.272, 0.319, 0.320, 0.277, 0.271, 0.343], "fmax_ha_per_bohr": 0.0090, "e_tot_ha": -286.43146, "e_above_lowest_kcal_mol": 125.6, "gap_ev": 8.5}